# 1
Here is C3H2N5 as an isolated structure at a distorted geometry from OMol25. Energies are from ωB97M-V/def2-TZVPD.

XYZ file:
```
10
C3H2N5 ωB97M-V/def2-TZVPD
C 0.88 2.69 -0.96
C 0.44 1.22 0.28
C 0.00 0.77 1.55
N 0.87 4.58 -1.64
N 0.25 3.82 -0.77
N 1.82 2.63 -1.88
N 1.75 3.87 -2.32
N -0.05 0.04 0.20
H 0.43 0.42 2.51
H -1.03 1.15 1.71
```

## Properties
net charge = -1
energy above the lowest of the compared OMol25 structures with the same formula, charge and spin = 250.26 kJ/mol
maximum force = 0.126 Eh/bohr

Results of the natural (NBO) charge analysis, in e, for atoms 1 through 8: atom 1 (C): 0.322, atom 2 (C): 0.239, atom 3 (C): -0.371, atom 4 (N): -0.173, atom 5 (N): -0.401, atom 6 (N): -0.390, atom 7 (N): -0.168, atom 8 (N): -0.391


# 2
Here is an isolated molecule of C5H5F3 at a distorted geometry from OMol25. Energies are from ωB97M-V/def2-TZVPD.

XYZ file:
```
13
C5H5F3 ωB97M-V/def2-TZVPD
C -2.03 0.23 0.46
C -1.06 -0.42 -0.16
F -1.20 -1.69 -0.60
C 0.17 0.02 -0.77
C 1.14 0.90 0.11
C 1.42 -0.54 0.10
F 2.71 -0.70 -0.45
F 1.15 -1.36 1.18
H -1.51 1.12 0.77
H -3.08 -0.18 0.74
H 0.05 -0.19 -1.81
H 0.44 1.22 0.94
H 1.82 1.58 -0.49
```

## Properties
energy above the lowest of the compared OMol25 structures with the same formula, charge and spin = 195.25 kJ/mol
maximum force = 0.089 Eh/bohr

Results of the natural (NBO) charge analysis, in e, for atoms 1 through 8: atom 1 (C): -0.499, atom 2 (C): 0.389, atom 3 (F): -0.340, atom 4 (C): -0.338, atom 5 (C): -0.466, atom 6 (C): 0.686, atom 7 (F): -0.338, atom 8 (F): -0.316


# 3
Here is C26H39FN3O3Sb2Se4Sn as an isolated structure from OMol25. Energies are from ωB97M-V/def2-TZVPD.

XYZ file:
```
79
C26H39FN3O3Sb2Se4Sn ωB97M-V/def2-TZVPD
Sn 0.98 -1.20 -2.20
F 0.97 1.45 3.00
C 0.39 0.27 2.67
C -0.49 0.21 1.62
C -1.03 -1.04 1.26
C -1.55 -1.21 -0.12
O -1.66 -0.27 -0.92
C -1.76 -2.58 -0.51
C -1.66 -3.57 0.40
N -1.24 -3.39 1.69
C -1.02 -4.54 2.52
C -1.72 -4.60 3.85
C -2.16 -5.49 2.72
C -0.76 -2.15 2.06
C 0.18 -2.06 3.10
C 0.82 -0.88 3.35
N 2.10 -0.92 3.98
C 2.30 -0.61 5.37
C 3.58 -1.29 5.83
N 4.72 -0.86 4.94
C 4.45 -1.14 3.48
C 3.17 -0.41 3.14
C -1.74 -2.96 -1.99
O -2.75 -3.28 -2.58
O -0.53 -2.93 -2.42
H -0.69 1.07 1.01
H -1.85 -4.60 0.13
H -0.02 -4.95 2.47
H -2.37 -3.76 4.09
H -1.19 -5.04 4.68
H -3.09 -5.26 2.23
H -1.92 -6.55 2.76
H 0.57 -2.96 3.56
H 1.48 -1.00 5.97
H 2.37 0.48 5.56
H 3.50 -2.37 5.71
H 3.85 -1.04 6.85
H 5.59 -1.30 5.23
H 4.85 0.15 5.03
H 4.35 -2.22 3.36
H 5.28 -0.77 2.88
H 2.94 -0.59 2.10
H 3.32 0.68 3.26
Se 5.82 -3.22 -0.34
Sb 4.30 -1.39 -0.75
Se 3.58 -1.06 -3.15
Se 2.00 -2.15 0.05
Se 4.82 0.73 0.32
C -0.05 4.30 -5.19
C -1.39 3.65 -4.89
C -2.06 3.19 -6.18
Sb -1.15 1.92 -3.59
C -0.34 2.88 -1.81
C 1.18 2.92 -1.86
C -0.93 4.25 -1.49
C -3.22 1.80 -2.88
C -4.09 3.02 -3.14
C -3.87 0.54 -3.43
H -0.15 5.10 -5.93
H 0.66 3.57 -5.60
H 0.41 4.73 -4.30
H -2.04 4.38 -4.39
H -1.41 2.49 -6.72
H -2.26 4.03 -6.85
H -3.00 2.67 -6.01
H -0.65 2.17 -1.04
H 1.55 3.55 -2.67
H 1.62 1.93 -2.01
H 1.59 3.32 -0.93
H -0.76 4.97 -2.30
H -0.47 4.66 -0.59
H -2.01 4.20 -1.31
H -3.09 1.67 -1.80
H -4.25 3.18 -4.21
H -3.67 3.94 -2.73
H -5.08 2.88 -2.68
H -3.98 0.60 -4.52
H -4.87 0.40 -3.01
H -3.29 -0.36 -3.21
```

## Properties
net charge = -1
energy above the lowest of the compared OMol25 structures with the same formula, charge and spin = 75.66 kJ/mol
maximum force = 0.013 Eh/bohr

Results of the Löwdin charge analysis, in e, for atoms 1 through 8: atom 1 (Sn): 0.665, atom 2 (F): 0.064, atom 3 (C): -0.198, atom 4 (C): 0.077, atom 5 (C): -0.085, atom 6 (C): -0.370, atom 7 (O): -0.044, atom 8 (C): -0.067